{
  "formula": "C44H65AlBrCl4FI3MgN3O16PS3",
  "method": "the ωB97M-V functional and the def2-TZVPD basis",
  "multiplicity": 1,
  "largest_force_ev_per_a": 8.4,
  "total_energy_ha": -10468.5042,
  "total_charge": 1,
  "de_lowest_kcal_mol": 371.5,
  "e_lumo_ev": -6.92,
  "orbital_gap_ev": 1.29,
  "symbols": ["C", "C", "I", "C", "I", "C", "C", "C", "C", "S", "C", "S", "N", "C", "C", "O", "C", "C", "C", "O", "O", "C", "C", "C", "C", "I", "P", "N", "O", "O", "C", "C", "C", "C", "Cl", "C", "C", "C", "C", "S", "O", "O", "Cl", "H", "H", "H", "H", "H", "H", "H", "H", "H", "H", "H", "H", "H", "H", "H", "H", "H", "H", "H", "H", "H", "H", "H", "H", "H", "H", "H", "H", "H", "H", "H", "H", "H", "H", "H", "H", "H", "H", "H", "H", "Mg", "O", "C", "O", "C", "C", "C", "H", "H", "H", "H", "H", "H", "Br", "C", "C", "C", "O", "C", "C", "C", "O", "O", "O", "H", "H", "O", "H", "H", "Al", "N", "C", "C", "C", "C", "H", "H", "H", "H", "H", "C", "Cl", "Cl", "H", "H", "F", "O", "C", "O", "C", "C", "C", "H", "H", "H", "H", "H", "H", "H", "H"],
  "positions_angstrom": [[1.56846, -1.02481, 7.46453], [1.45785, -1.70198, 5.93843], [3.23126, -2.76100, 5.24098], [0.21911, -1.54300, 5.12251], [-1.34995, -0.30582, 6.12632], [0.01069, -2.17622, 3.58848], [0.35631, -3.74865, 3.31519], [-0.57422, -4.51967, 2.21906], [0.28579, -5.87331, 1.74827], [0.71855, -7.01815, 3.16551], [2.58925, -7.13656, 3.40270], [3.17112, -6.68696, 4.96591], [3.56887, -7.60991, 2.34343], [4.18284, -8.95372, 2.67959], [5.82494, -8.96289, 2.72222], [6.46972, -8.37956, 1.52926], [5.70892, -7.24048, 0.99063], [4.63293, -6.57203, 2.04132], [-1.66286, -2.25744, 3.57561], [-2.49265, -3.01955, 4.29136], [-2.36778, -1.42223, 2.59874], [-1.27860, -0.86036, 1.72962], [-1.69985, -1.48060, 0.27832], [-3.09803, -2.38759, 0.30954], [-3.34745, -2.84784, -1.27732], [-2.35597, -4.80875, -1.58701], [-1.98854, 0.94321, 1.52092], [-1.19823, 1.81813, 0.41486], [-2.15254, 1.76667, 3.08662], [-3.65813, 0.79702, 0.93092], [0.22444, -1.06886, 2.34832], [0.88473, 0.36404, 2.77017], [2.39514, 0.36046, 3.35997], [3.24178, 1.68821, 2.79390], [5.05851, 1.26798, 2.47807], [1.34877, -1.77539, 1.33030], [1.89529, -0.71840, 0.16882], [2.03744, -1.54690, -1.27710], [2.35531, -0.41435, -2.45714], [3.86891, -0.85444, -3.47644], [4.96926, -1.34515, -2.47737], [3.42122, -1.95837, -4.48583], [4.67892, 0.76390, -4.53155], [1.65154, 0.14872, 7.42866], [2.57085, -1.40964, 7.98432], [0.69353, -1.39920, 8.17637], [0.18619, -4.31202, 4.35451], [1.48269, -3.97258, 3.03308], [-0.79627, -3.93571, 1.23188], [-1.53842, -4.92871, 2.76990], [-0.37170, -6.42151, 0.94742], [1.24676, -5.43958, 1.19008], [3.82475, -9.71806, 1.85327], [3.80798, -9.36029, 3.73674], [6.26131, -8.40584, 3.66994], [6.20482, -10.08764, 2.81355], [6.50787, -6.45661, 0.58177], [5.13430, -7.61957, 0.01911], [5.25913, -6.24416, 2.99433], [4.20889, -5.60453, 1.51975], [-1.94380, -0.58294, -0.47020], [-0.90605, -2.13970, -0.25917], [-2.94416, -3.38373, 0.90339], [-4.04572, -1.77048, 0.60818], [-4.51649, -2.88862, -1.49335], [-2.84199, -2.04446, -1.99946], [-0.88343, 2.68387, 0.91395], [-1.50156, 2.52787, 3.14186], [-4.24288, 1.39473, 1.49025], [0.19353, 0.81067, 3.63571], [0.85982, 1.19146, 1.91505], [3.06847, -0.55622, 3.12544], [2.33021, 0.54382, 4.53765], [3.21659, 2.52433, 3.62220], [2.84092, 2.08360, 1.76854], [2.28781, -2.19605, 1.93679], [0.92909, -2.69820, 0.74796], [1.12070, 0.14112, -0.04002], [2.96826, -0.32429, 0.41944], [0.99036, -2.02156, -1.58054], [2.86101, -2.38212, -1.23828], [1.46307, -0.27356, -3.20641], [2.50651, 0.62678, -1.91414], [-2.36391, 3.51807, -1.03916], [-3.00021, -2.99083, -4.78536], [-1.87978, -3.08440, -5.25873], [-0.81158, -2.33171, -4.86302], [0.30528, -2.62707, -5.70038], [0.02096, -3.98935, -6.27682], [-1.48331, -3.99721, -6.37933], [0.37597, -1.85495, -6.47368], [1.22383, -2.61900, -5.10638], [0.52546, -4.16721, -7.23023], [0.34505, -4.76522, -5.57254], [-1.82892, -3.57226, -7.32579], [-1.89012, -5.00051, -6.23334], [6.02010, -0.69773, -5.79047], [-1.37241, 8.94563, -1.70421], [-1.89091, 8.35196, -0.61548], [-3.28980, 8.84879, -0.26328], [-3.98169, 8.39141, 0.65192], [-3.86380, 9.96103, -1.06561], [-3.33928, 10.56405, -2.14703], [-1.98638, 9.99281, -2.56309], [-1.36048, 10.34570, -3.56748], [-3.83015, 11.51380, -2.83166], [-1.36481, 7.45744, 0.11541], [-0.38448, 8.65013, -2.03945], [-4.82848, 10.29382, -0.70020], [-0.99577, -8.24087, -0.32463], [-0.80296, -9.18625, -0.41399], [-1.88429, -8.14661, -0.69965], [-3.15008, -3.73258, -8.26979], [4.27650, 4.72412, 1.14249], [4.43761, 5.45154, -0.00791], [3.62044, 6.55717, 0.06966], [2.94722, 6.49750, 1.31323], [3.37339, 5.35705, 1.95642], [4.75053, 3.85656, 1.35762], [5.11692, 5.12023, -0.78186], [3.52094, 7.32449, -0.68708], [2.22936, 7.21010, 1.69841], [3.11101, 4.94217, 2.92047], [-4.29411, -3.89812, 6.88299], [-3.90934, -5.51172, 7.49394], [-4.70737, -2.79940, 8.20480], [-3.42569, -3.50295, 6.35023], [-5.14453, -3.96948, 6.20057], [8.22906, -6.01079, 1.40938], [-4.20325, 8.52848, -4.54199], [-5.04735, 8.97463, -5.31774], [-4.68040, 9.43675, -6.53384], [-5.60156, 9.78575, -7.58365], [-6.07505, 11.21785, -7.43285], [-6.48008, 9.10378, -4.89484], [-6.42764, 9.07198, -7.63698], [-5.04834, 9.68873, -8.52400], [-6.62442, 11.36399, -6.49862], [-6.72781, 11.49747, -8.26522], [-5.22142, 11.90329, -7.40836], [-6.61415, 10.04622, -4.35791], [-6.72034, 8.27102, -4.22498], [-7.18917, 9.04263, -5.71910]],
  "atomic_forces_ev_per_a": [[1.011, -0.990, 0.144], [-4.101, 1.484, -0.751], [-1.349, 0.729, 0.503], [4.653, -1.100, 1.659], [1.202, -1.046, -1.122], [-3.673, 1.074, 0.599], [0.626, -0.948, 0.848], [0.694, -1.578, 0.841], [-0.057, 1.723, -1.961], [1.329, 0.360, -0.585], [1.970, 0.932, 1.361], [-1.459, -1.071, -3.106], [-0.909, 1.121, 1.365], [0.435, -1.636, 0.283], [0.467, -0.166, 0.562], [-2.478, 0.492, 0.953], [-0.336, 0.103, -0.921], [1.981, 0.270, -0.448], [-5.668, -3.203, 2.674], [5.731, 4.558, -4.211], [4.860, -1.185, 2.001], [-2.456, -0.186, -1.082], [-0.965, 0.046, -1.337], [0.440, -0.305, -1.596], [-0.584, 1.942, 0.638], [-0.494, 1.102, -0.078], [-1.433, 2.084, 0.669], [-0.502, 0.472, 1.560], [0.882, -0.979, -3.096], [2.462, 0.727, 2.471], [1.887, -0.701, -0.278], [-0.670, 1.129, 1.267], [0.851, 1.318, 0.517], [-0.785, -0.051, 0.428], [-1.790, 0.409, 0.338], [0.268, 0.225, -0.972], [-0.085, -1.152, -0.928], [-0.317, 0.305, -0.178], [-1.267, 1.503, 0.718], [1.532, -7.903, 2.416], [-4.131, 2.677, -3.938], [1.184, 4.589, 3.106], [-1.223, 1.081, 0.906], [-0.461, -2.384, -0.100], [-2.156, 0.782, -1.362], [1.707, 0.978, -1.829], [0.388, 1.350, -2.270], [-2.295, 0.881, 0.645], [0.252, -0.984, 1.960], [1.766, 1.219, -1.404], [1.445, 0.771, 1.677], [-1.839, -1.272, 1.271], [0.788, 1.480, 1.665], [0.790, 0.986, -2.290], [-1.171, -0.978, -1.786], [-0.961, 2.409, -0.371], [-1.124, -1.302, 1.415], [0.863, 0.662, 1.954], [-1.423, -0.620, -1.816], [0.534, -2.033, 1.091], [0.708, -1.883, 1.463], [-1.120, 1.265, 1.210], [-0.528, 2.247, -0.763], [2.080, -1.213, -0.224], [2.747, -0.303, 0.308], [-1.160, -2.038, 1.407], [0.069, -0.849, -0.579], [-0.988, -1.268, -0.235], [1.031, -1.032, -0.713], [1.435, -0.989, -1.816], [-0.169, -2.221, 1.458], [-1.546, 1.509, 0.484], [0.275, -0.817, -2.650], [0.204, -1.609, -1.923], [0.721, -0.726, 2.024], [-2.278, 1.146, -1.106], [0.544, 1.665, 1.294], [1.566, -1.526, 0.609], [-2.141, -0.472, -0.335], [2.291, 0.888, 0.701], [-1.621, 1.739, -0.073], [1.873, -0.426, 1.296], [0.111, -2.099, -1.325], [0.148, -0.249, 0.106], [1.896, -0.077, -0.973], [-1.831, 1.453, 1.682], [-1.398, -0.764, -0.149], [1.023, 0.328, -0.109], [0.699, -0.517, -0.642], [1.013, -1.029, 1.045], [0.007, -0.018, 0.086], [-0.228, 0.148, -0.057], [0.042, 0.024, 0.189], [-0.180, 0.087, -0.170], [1.962, 0.521, 0.998], [-0.409, 0.081, -0.208], [1.215, -0.894, -1.102], [1.435, 1.872, -3.148], [-1.675, -2.759, 4.571], [-1.595, 0.050, 0.828], [1.369, 0.426, -1.299], [-1.428, -1.964, 3.386], [1.669, 3.218, -4.987], [1.469, -0.062, -1.415], [-1.307, -0.349, 1.763], [0.758, -2.361, 2.017], [-0.761, 1.752, -1.900], [0.038, -0.043, -0.038], [-0.067, 0.010, 0.022], [-0.363, -0.232, -0.353], [0.042, 0.301, 0.121], [0.243, -0.056, 0.194], [-2.529, -0.228, -1.616], [-0.009, -0.039, -0.045], [-0.061, 0.001, -0.070], [0.227, -0.165, -0.254], [-0.120, -0.160, 0.337], [-0.106, 0.009, -0.020], [-0.041, 0.269, -0.009], [-0.097, 0.099, 0.133], [0.046, -0.126, 0.136], [0.127, -0.126, -0.056], [0.055, 0.138, -0.138], [0.110, 0.096, -0.417], [0.010, -0.036, -0.098], [-0.037, 0.127, -0.026], [-0.217, -0.136, 0.234], [0.176, -0.019, 0.288], [-0.334, 0.189, -0.203], [-1.153, 0.765, -1.520], [1.167, -0.212, 0.944], [0.344, -0.580, 0.303], [-0.122, 0.293, -0.022], [-0.041, 0.168, 0.180], [-0.516, -0.567, 0.009], [0.040, 0.048, 0.142], [0.118, -0.106, 0.348], [-0.020, -0.053, -0.142], [0.089, -0.051, 0.086], [-0.103, -0.166, -0.089], [0.033, -0.075, -0.091], [0.200, 0.301, 0.019], [0.044, 0.253, 0.004]],
  "lowdin_charge": [-0.2267, -0.6888, 0.8984, -0.5264, 0.9265, -0.2098, -0.1875, -0.2279, -0.4693, 0.7973, -0.9233, 0.5690, -0.2357, -0.1681, -0.1644, -0.1934, -0.1803, -0.1790, -0.2984, -0.0302, -0.0938, -0.2965, -0.1508, -0.2547, -0.5842, 0.7279, 0.8106, -0.3136, -0.2546, -0.2591, -0.2139, -0.1697, -0.2381, -0.5182, 0.4541, -0.1088, -0.1585, -0.1769, -0.2483, 0.4842, -0.3825, -0.4517, 0.2547, 0.0790, 0.0734, 0.0761, 0.1474, 0.0726, 0.0668, 0.1334, 0.0444, 0.1048, 0.1305, 0.1275, 0.1377, 0.1426, 0.1146, 0.1328, 0.1220, 0.1266, 0.1069, 0.0855, 0.0821, 0.1200, 0.0836, 0.0626, -0.0458, 0.0886, 0.0981, 0.0914, 0.0943, 0.0438, 0.1186, 0.0877, 0.0699, 0.1257, 0.0984, 0.1056, 0.1251, 0.1149, 0.1350, 0.1164, 0.1246, 0.5136, 0.0890, -0.4696, 0.0429, -0.1385, -0.1107, -0.2055, 0.1431, 0.1120, 0.1393, 0.1498, -0.1859, 0.1470, 0.2472, 0.1775, -0.3521, -0.2865, 0.1046, 0.1778, -0.3434, -0.2886, 0.1275, 0.1157, 0.0538, 0.1475, 0.1485, -0.0852, 0.0517, 0.0226, 1.1858, 0.0007, -0.1414, -0.1139, -0.1107, -0.1517, 0.0971, 0.1047, 0.0918, 0.0936, 0.0946, -1.0413, 0.5020, 0.4873, -0.0137, 0.0318, -0.4999, 0.0673, -0.4943, 0.0011, -0.2286, -0.0646, 0.0086, 0.1122, 0.1240, 0.0696, 0.0837, 0.0891, 0.0999, 0.0937, 0.0715]
}